{
  "formula": "C23H67O32P7S",
  "method": "ωB97M-V/def2-TZVPD",
  "gap_ev": 10.0,
  "smiles": "COP(=O)(OC)OC.COP(=O)(OC)OC.COP(=O)(OC)OC.COP(=O)(OC)OC.COP(=O)(OC)OC.COP(=O)(OC)OC.COP(=O)(OC)OC.O=S1(=O)OCCO1",
  "relative_energy_kcal_mol": 25.7,
  "homo_ha": -0.3621,
  "elements": ["C", "O", "P", "O", "O", "C", "O", "C", "H", "H", "H", "H", "H", "H", "H", "H", "H", "C", "O", "P", "O", "O", "C", "O", "C", "H", "H", "H", "H", "H", "H", "H", "H", "H", "C", "O", "P", "O", "O", "C", "O", "C", "H", "H", "H", "H", "H", "H", "H", "H", "H", "C", "O", "P", "O", "O", "C", "O", "C", "H", "H", "H", "H", "H", "H", "H", "H", "H", "C", "O", "P", "O", "O", "C", "O", "C", "H", "H", "H", "H", "H", "H", "H", "H", "H", "C", "O", "P", "O", "O", "C", "O", "C", "H", "H", "H", "H", "H", "H", "H", "H", "H", "C", "O", "P", "O", "O", "C", "O", "C", "H", "H", "H", "H", "H", "H", "H", "H", "H", "C", "C", "O", "S", "O", "O", "O", "H", "H", "H", "H"],
  "xyz": [[15.946904, -9.402090, -1.524986], [15.322693, -9.443352, -0.247667], [15.293923, -10.861221, 0.499072], [16.594506, -11.367538, 0.939157], [14.201147, -10.637600, 1.644791], [13.960321, -11.691386, 2.577636], [14.554195, -11.794621, -0.577646], [13.193726, -11.600375, -0.917858], [15.175954, -9.346422, -2.300787], [16.506690, -10.309174, -1.756233], [16.557860, -8.508244, -1.617610], [14.097049, -11.289954, 3.588182], [14.625553, -12.538913, 2.444972], [12.888579, -11.897222, 2.632120], [12.490936, -11.761022, -0.100017], [12.922556, -12.226415, -1.763203], [13.007409, -10.567714, -1.229273], [19.843869, -12.753736, 8.097874], [20.382327, -12.658102, 6.806457], [20.422724, -11.327514, 5.941609], [21.112277, -10.221731, 6.604982], [18.876205, -11.072517, 5.578500], [18.142401, -12.115507, 4.972860], [21.106352, -11.763431, 4.589303], [21.502087, -10.751539, 3.646712], [19.377603, -11.826700, 8.436693], [20.572840, -13.005272, 8.871099], [19.088403, -13.535844, 8.196559], [17.660297, -11.815904, 4.038210], [17.288779, -12.400847, 5.595007], [18.735293, -13.019028, 4.820284], [22.492142, -11.038864, 3.284063], [21.598440, -9.784331, 4.130147], [20.865775, -10.876220, 2.772868], [16.404810, -14.748281, 0.331934], [16.417732, -16.132609, 0.697776], [15.142146, -17.106479, 0.685009], [14.254727, -16.923452, 1.839048], [15.778742, -18.556183, 0.581567], [14.979380, -19.695891, 0.287179], [14.499494, -16.855488, -0.763857], [15.267942, -17.057235, -1.931572], [17.227375, -14.613625, -0.367823], [16.591908, -14.151030, 1.222337], [15.464945, -14.417979, -0.112293], [15.028614, -19.850768, -0.795307], [13.959109, -19.568875, 0.640600], [15.359972, -20.655836, 0.638090], [14.707498, -17.684225, -2.627424], [16.176992, -17.643113, -1.761145], [15.585263, -16.159109, -2.459262], [10.341339, -17.971529, 11.438125], [10.958687, -16.700222, 11.489250], [10.913780, -15.709190, 10.217853], [11.409451, -14.359219, 10.496887], [11.770685, -16.458082, 9.116459], [12.190830, -15.846735, 7.905626], [9.404157, -15.768694, 9.640395], [8.434010, -14.866105, 10.173065], [10.722495, -18.607623, 12.235643], [10.579400, -18.498218, 10.508100], [9.254958, -17.889449, 11.511715], [13.249557, -15.605581, 7.961485], [11.615759, -14.979842, 7.581456], [12.067789, -16.602866, 7.126900], [8.010729, -15.190272, 11.121471], [7.665407, -14.702833, 9.420070], [8.912165, -13.889536, 10.285271], [18.468420, -18.955315, 4.299295], [18.201783, -17.619630, 3.949357], [19.349605, -16.562158, 3.539392], [18.848030, -15.223672, 3.226626], [20.380554, -16.566673, 4.768791], [19.834654, -16.315782, 6.069516], [20.211495, -17.271835, 2.426769], [19.676886, -17.495656, 1.123894], [18.172424, -19.214377, 5.319065], [19.531602, -19.219253, 4.298585], [17.958574, -19.616535, 3.598272], [20.360711, -16.993294, 6.746799], [18.775381, -16.561566, 6.116031], [20.038235, -15.332209, 6.490051], [20.383630, -17.105188, 0.396632], [18.677782, -17.084308, 0.974217], [19.570400, -18.567809, 0.945203], [7.410841, -13.994964, 5.730546], [8.228500, -13.244315, 6.616744], [9.720736, -12.795055, 6.247989], [10.540129, -12.393078, 7.391348], [10.334694, -14.053553, 5.442812], [11.666675, -13.889904, 4.942605], [9.493908, -11.667364, 5.133158], [8.895513, -10.434097, 5.533037], [7.911406, -14.238759, 4.791366], [6.514312, -13.414000, 5.522423], [7.117180, -14.969038, 6.123056], [11.640681, -13.877725, 3.849926], [12.310173, -14.672897, 5.329131], [12.103426, -12.912594, 5.164389], [9.410212, -9.938665, 6.354967], [7.840773, -10.608518, 5.746415], [8.965785, -9.769910, 4.672012], [16.090057, -10.833478, 8.484781], [16.223049, -9.647443, 9.259940], [15.001063, -9.167030, 10.180681], [13.684793, -9.557059, 9.663304], [15.435354, -9.583811, 11.640805], [16.785526, -9.371089, 12.061677], [15.202131, -7.574354, 10.253748], [15.157858, -6.758115, 9.068292], [17.049746, -10.988661, 7.985646], [15.323780, -10.725640, 7.719038], [15.905621, -11.729195, 9.081555], [17.238306, -8.489199, 11.604448], [17.367542, -10.247395, 11.789858], [16.804048, -9.148172, 13.125626], [14.106452, -6.686739, 8.793953], [15.828727, -7.186851, 8.328074], [15.487487, -5.764156, 9.362197], [15.282208, -16.124868, 4.669957], [15.557955, -14.888898, 3.804178], [15.635901, -13.775864, 4.651879], [15.470762, -14.129986, 6.239191], [14.651675, -13.105053, 6.826785], [16.705362, -14.513071, 6.874061], [14.624483, -15.462863, 5.768789], [16.234782, -16.499209, 5.046013], [14.618091, -16.846120, 4.214492], [14.715849, -14.799469, 3.111709], [16.423195, -15.028760, 3.156710]],
  "forces_ev_per_a": [[-0.3, -0.1, -1.0], [-0.3, -0.4, 1.0], [-0.5, 0.6, 0.0], [-0.4, -0.3, -0.3], [0.5, 0.4, -1.0], [-0.4, 0.7, 1.4], [0.5, -0.6, 0.4], [-0.8, 1.0, -0.3], [-0.1, 0.1, 0.2], [0.3, 0.1, 0.3], [0.2, -0.1, 0.3], [0.6, 0.0, -0.2], [-0.2, -0.2, -0.2], [0.1, -0.5, -0.8], [0.3, -0.4, 0.2], [0.3, -0.3, 0.1], [0.2, 0.1, 0.0], [-0.7, 0.3, 1.5], [0.6, -0.7, -1.0], [-0.4, 0.4, 0.5], [-0.6, 0.3, -0.1], [1.0, 0.7, 0.4], [-1.1, -1.0, -0.2], [-0.1, -0.7, 0.4], [0.8, -1.0, -0.3], [0.0, 0.1, -0.2], [0.5, 0.1, -0.5], [-0.1, 0.0, -0.7], [0.6, 0.3, -0.1], [0.5, 0.3, 0.3], [0.0, 0.1, -0.2], [0.1, 0.0, 0.3], [-0.5, 0.2, -0.2], [-0.4, 0.7, 0.2], [0.1, 0.3, 0.1], [-0.5, -1.7, 0.1], [0.6, 1.0, -0.1], [-0.2, -0.1, -0.7], [0.9, 0.2, 0.5], [-0.4, -0.4, -1.1], [-0.4, 0.2, 0.8], [0.7, -1.1, -0.9], [-0.1, 0.2, 0.0], [0.1, 0.0, -0.1], [0.0, -0.2, -0.1], [-0.5, 0.3, -0.1], [-0.1, 0.0, -0.1], [0.5, 0.6, 0.8], [-0.3, 0.3, 0.1], [0.0, 0.2, 0.4], [-0.4, 0.4, 0.4], [-0.2, -0.8, -0.5], [0.1, 0.7, -0.8], [0.2, 0.8, 0.0], [-0.4, -0.5, 0.4], [-0.7, -0.6, 0.7], [0.1, -0.3, -0.9], [0.7, -0.7, 0.3], [0.3, 1.1, -0.4], [0.0, 0.4, 0.2], [0.0, 0.2, 0.0], [0.1, 0.1, 0.1], [-0.1, 0.2, 0.2], [-0.1, 0.1, 0.6], [0.1, 0.0, 0.0], [0.0, -0.2, 0.0], [-0.1, -0.4, 0.0], [0.0, -0.1, 0.3], [0.7, -1.2, 0.2], [0.0, 1.2, -0.2], [0.6, 0.2, 1.0], [-0.7, -0.4, -0.2], [-0.5, -0.2, -0.8], [0.4, -0.7, 1.0], [0.1, -0.1, 0.4], [-0.3, -0.4, -0.5], [-0.5, 0.5, -0.1], [0.0, 0.3, -0.4], [-0.1, 0.1, 0.0], [-0.1, -0.2, -0.1], [-0.1, 0.2, 0.0], [-0.1, 0.4, -0.8], [-0.1, 0.2, 0.0], [0.1, 0.4, 0.2], [0.2, -0.1, 0.2], [-0.3, -0.3, -0.8], [0.8, -0.4, 0.2], [0.2, -0.4, 0.3], [-0.6, 0.1, -0.3], [-0.7, 1.0, 0.2], [0.3, 0.6, -0.7], [0.5, -0.6, 0.0], [-0.2, 0.4, -0.5], [0.1, 0.3, 0.0], [0.0, 0.0, 0.0], [0.1, 0.2, 0.6], [-0.2, -0.6, 0.0], [-0.1, -0.1, 0.0], [-0.1, -0.1, 0.6], [0.0, -0.4, 0.2], [0.0, 0.1, 0.2], [0.0, -0.1, 0.0], [0.4, -0.5, -0.6], [-0.2, 0.4, 0.4], [-0.2, 1.0, -1.0], [0.5, -0.2, 0.7], [-0.5, 0.1, 0.0], [0.3, 0.4, -0.1], [0.6, -0.5, 0.3], [-0.4, -0.3, 0.8], [0.0, 0.2, 0.0], [-0.1, 0.0, 0.2], [-0.3, 0.2, 0.2], [-0.2, -0.1, -0.3], [0.1, 0.0, 0.2], [-0.2, -0.5, 0.1], [0.1, -0.1, -0.6], [-0.2, 0.1, -0.3], [0.2, -0.1, 0.0], [1.1, 1.8, 0.6], [-0.5, -1.7, -1.8], [0.9, 1.3, 1.2], [-0.8, -0.9, -1.9], [0.7, -1.5, -0.7], [-1.0, 0.2, -0.7], [-0.5, 0.2, 2.5], [-0.2, -0.6, -0.1], [0.0, 0.0, 0.1], [-0.2, 0.5, 0.3], [0.4, 0.3, 0.5]]
}